(1)
Formula: C3H10N2O2
Source: the Open Molecules 2025 dataset
Level of theory: wB97M-V/def2-TZVPD

Values from the calculation:
Structure (SMILES): NC=O.NCCO
Spin multiplicity: 1
Charge: 0
Frontier orbital gap in eV: 10.345
LUMO energy in Ha: 0.029
Energy above the lowest of the compared OMol25 structures with the same formula, charge and spin in eV: 2.289
E_tot in eV: -10347.1988

Structure (XYZ):
```
17
C3H10N2O2 (wB97M-V/def2-TZVPD)
C -1.704 1.041 -0.056
N -2.311 2.334 -0.282
O -1.974 0.050 -0.676
H -0.888 1.070 0.724
H -3.360 2.234 -0.355
H -1.940 2.722 -1.190
C 1.401 -0.364 -0.557
O 1.033 1.024 -0.631
C 0.834 -0.972 0.754
N 1.434 -2.293 1.045
H 1.101 -0.932 -1.455
H 2.497 -0.386 -0.573
H 0.963 1.288 -1.526
H 1.022 -0.226 1.557
H -0.243 -1.000 0.646
H 0.911 -3.021 0.540
H 1.226 -2.571 2.037
```

(2)
Formula: C3H3FN2O
Source: the Open Molecules 2025 dataset
Level of theory: wB97M-V/def2-TZVPD

Values from the calculation:
Spin multiplicity: 1
Charge: 0
Frontier orbital gap (alpha / beta) in eV: 8.222 / 8.556
LUMO energy (alpha / beta) in Ha: -0.032 / -0.022
Energy above the lowest of the compared OMol25 structures with the same formula, charge and spin in eV: 8.380
E_tot in eV: -10896.5081

Structure (XYZ):
```
10
C3H3FN2O (wB97M-V/def2-TZVPD)
C -0.405 -0.548 -1.564
C -0.164 0.710 -1.287
C 0.125 -0.782 0.990
N -0.104 1.349 -0.052
N 0.116 0.635 0.966
O 0.161 1.095 2.102
F 1.308 -1.329 0.866
H -0.705 -1.476 -1.827
H 0.058 1.442 -2.012
H -0.388 -1.096 1.819
```

(3)
Formula: C7H10N
Source: the Open Molecules 2025 dataset
Level of theory: wB97M-V/def2-TZVPD

Values from the calculation:
Spin multiplicity: 3
Charge: +1
Frontier orbital gap (alpha / beta) in eV: 9.454 / 7.866
LUMO energy (alpha / beta) in Ha: -0.102 / -0.251
Energy above the lowest of the compared OMol25 structures with the same formula, charge and spin in eV: 0.547
E_tot in eV: -8897.8527

Structure (XYZ):
```
18
C7H10N (wB97M-V/def2-TZVPD)
C -1.821 0.727 0.368
C -0.864 1.437 -0.362
C -0.884 -1.360 -0.428
C -1.869 -0.633 0.516
C 0.351 0.857 -0.741
C 0.451 -0.636 -1.017
C 2.436 -0.036 0.511
N 1.084 -0.053 0.170
H -2.470 1.405 0.929
H -1.293 2.394 -0.857
H -0.649 -2.330 -0.074
H -1.329 -1.619 -1.356
H -2.609 -1.207 1.038
H 0.885 1.484 -1.441
H 2.350 -1.009 1.141
H 3.082 -0.164 -0.315
H 2.710 0.849 1.004
H 0.440 -0.106 0.914
```

(4)
Formula: C4H11N3O2
Source: the Open Molecules 2025 dataset
Level of theory: wB97M-V/def2-TZVPD

Values from the calculation:
Structure (SMILES): [H]/N=C(\C)N.NCC(=O)O
Spin multiplicity: 1
Charge: 0
Frontier orbital gap in eV: 9.757
LUMO energy in Ha: 0.020
Energy above the lowest of the compared OMol25 structures with the same formula, charge and spin in eV: 2.497
E_tot in eV: -12890.3328

Structure (XYZ):
```
20
C4H11N3O2 (wB97M-V/def2-TZVPD)
C -0.545 1.802 0.299
C 0.280 0.905 1.407
N -0.122 1.807 -1.103
O 1.616 1.103 1.344
O -0.266 0.555 2.437
H 1.959 0.790 2.202
H -0.497 2.622 -1.582
H -0.566 1.019 -1.569
H -0.419 2.815 0.693
H -1.603 1.542 0.403
C 0.921 -1.305 -1.263
C -0.257 -1.447 -0.339
N 0.032 -1.820 0.983
N -1.460 -1.588 -0.772
H -0.608 -1.367 1.639
H -0.355 -2.754 1.132
H -1.765 -0.900 -1.462
H 0.592 -0.956 -2.243
H 1.613 -0.562 -0.862
H 1.449 -2.260 -1.342
```

(5)
Formula: C2H4N2S
Source: the Open Molecules 2025 dataset
Level of theory: wB97M-V/def2-TZVPD

Values from the calculation:
Structure (SMILES): C1N=NCS1
Spin multiplicity: 1
Charge: 0
Frontier orbital gap in eV: 10.035
LUMO energy in Ha: 0.033
Energy above the lowest of the compared OMol25 structures with the same formula, charge and spin in eV: 1.641
E_tot in eV: -15952.2422

Structure (XYZ):
```
9
C2H4N2S (wB97M-V/def2-TZVPD)
C 0.001 1.309 -0.049
C -0.274 -1.293 -0.020
N 1.206 0.454 -0.068
N 1.073 -0.734 -0.015
S -1.509 0.158 -0.044
H 0.056 1.804 0.996
H 0.317 2.053 -0.733
H -0.407 -1.806 -0.892
H -0.463 -1.945 0.824
```

(6)
Formula: C38H35Cl2N8O4Sc
Source: the Open Molecules 2025 dataset
Level of theory: wB97M-V/def2-TZVPD

Values from the calculation:
Spin multiplicity: 1
Charge: 0
Frontier orbital gap in eV: 7.433
LUMO energy in Ha: 0.009
Energy above the lowest of the compared OMol25 structures with the same formula, charge and spin in eV: 0.000
E_tot in eV: -105837.9981

Structure (XYZ):
```
88
C38H35Cl2N8O4Sc (wB97M-V/def2-TZVPD)
Sc -0.352 0.735 1.512
C -2.153 2.856 3.515
N -1.344 1.671 3.611
C -1.860 0.561 4.364
C -2.833 -0.210 3.523
N -3.051 0.018 2.258
C -3.901 -1.007 1.849
C -4.442 -1.287 0.597
C -5.245 -2.406 0.471
C -5.520 -3.238 1.564
C -4.999 -2.973 2.817
C -4.189 -1.850 2.930
N -3.499 -1.301 3.996
C -1.932 3.493 2.180
N -1.318 2.907 1.190
C -1.331 3.827 0.136
C -0.793 3.745 -1.148
C -0.978 4.833 -1.979
C -1.668 5.979 -1.560
C -2.192 6.079 -0.285
C -2.004 4.982 0.546
N -2.370 4.738 1.862
H -1.966 3.590 4.312
H -3.208 2.572 3.581
H -0.323 1.760 3.703
H -2.323 0.842 5.321
H -1.013 -0.096 4.578
H -4.232 -0.652 -0.252
H -5.673 -2.646 -0.494
H -6.155 -4.103 1.425
H -5.211 -3.612 3.664
H -3.452 -1.656 4.935
H -0.221 2.880 -1.456
H -0.559 4.807 -2.977
H -1.783 6.809 -2.245
H -2.714 6.967 0.047
H -2.843 5.370 2.482
C -1.110 -3.846 2.314
C -0.633 -2.652 1.527
O -0.732 -1.515 1.980
N -0.123 -2.921 0.313
C 0.477 -1.912 -0.550
C -0.531 -1.129 -1.352
C -0.622 -1.260 -2.728
C -1.517 -0.462 -3.424
C -2.298 0.436 -2.717
C -2.147 0.493 -1.341
N -1.291 -0.268 -0.668
H -1.511 -3.502 3.263
H -0.285 -4.535 2.498
H -1.891 -4.375 1.766
H -0.061 -3.884 0.034
H 1.188 -2.410 -1.207
H 1.060 -1.227 0.067
H 0.027 -1.953 -3.248
H -1.589 -0.532 -4.501
H -2.996 1.095 -3.215
H -2.722 1.200 -0.750
O 0.925 0.723 2.728
Cl 2.295 -0.055 -4.335
C 3.962 -0.535 -4.387
C 4.493 -0.976 -5.586
C 5.811 -1.398 -5.633
C 6.590 -1.361 -4.488
C 6.049 -0.890 -3.304
Cl 7.068 -0.796 -1.908
C 4.717 -0.470 -3.210
N 4.184 0.022 -2.018
C 3.927 -0.810 -0.921
C 4.144 -2.187 -0.982
C 3.894 -2.990 0.123
C 3.414 -2.434 1.298
C 3.183 -1.064 1.358
C 3.432 -0.240 0.267
C 3.143 1.239 0.360
C 1.981 1.619 -0.559
O 2.206 2.121 -1.664
O 0.806 1.320 -0.146
H 3.867 -0.998 -6.467
H 6.234 -1.753 -6.563
H 7.625 -1.674 -4.506
H 3.561 0.827 -2.111
H 4.514 -2.633 -1.897
H 4.084 -4.055 0.056
H 3.224 -3.056 2.164
H 2.752 -0.606 2.244
H 4.020 1.819 0.065
H 2.853 1.467 1.386
```

(7)
Formula: C13H17InN4O5S
Source: the Open Molecules 2025 dataset
Level of theory: wB97M-V/def2-TZVPD

Values from the calculation:
Spin multiplicity: 1
Charge: +2
Frontier orbital gap in eV: 8.503
LUMO energy in Ha: -0.253
Energy above the lowest of the compared OMol25 structures with the same formula, charge and spin in eV: 0.000
E_tot in eV: -45950.4244

Structure (XYZ):
```
41
C13H17InN4O5S (wB97M-V/def2-TZVPD)
In -0.194 0.318 0.191
O -2.210 -4.231 3.396
C -1.628 -3.332 4.165
O -1.504 -3.442 5.349
C -1.078 -2.081 3.519
C -0.485 -1.105 4.300
N -0.075 -0.122 3.496
N -0.364 -0.396 2.213
C -0.974 -1.597 2.215
C -1.422 -2.172 0.896
O -1.983 -3.231 0.842
O -1.206 -1.396 -0.156
H -2.213 -3.976 2.449
H -0.353 -1.094 5.371
H 0.402 0.728 3.754
C -2.865 0.778 -2.083
C -2.146 1.964 -1.547
N -1.067 1.983 -0.750
C -0.734 3.319 -0.503
C -1.615 4.097 -1.161
N -2.479 3.232 -1.800
H -2.375 -0.150 -1.801
H -2.917 0.828 -3.171
H -3.887 0.744 -1.702
H 0.106 3.608 0.105
H -1.702 5.167 -1.233
H -3.259 3.512 -2.378
O 1.813 0.291 -0.242
S 2.502 0.286 -1.662
C 3.921 1.409 -1.504
C 5.184 0.542 -1.443
C 4.866 -0.754 -2.190
C 3.508 -1.213 -1.669
H 3.731 2.006 -0.613
H 3.891 2.056 -2.380
H 5.445 0.328 -0.406
H 6.022 1.070 -1.894
H 5.611 -1.528 -2.016
H 4.825 -0.580 -3.268
H 3.546 -1.530 -0.625
H 3.009 -1.967 -2.274
```

(8)
Formula: C33H37Br2MnN7P2S2Se
Source: the Open Molecules 2025 dataset
Level of theory: wB97M-V/def2-TZVPD

Values from the calculation:
Spin multiplicity: 5
Charge: +3
Frontier orbital gap (alpha / beta) in eV: 6.193 / 7.637
LUMO energy (alpha / beta) in Ha: -0.342 / -0.293
Energy above the lowest of the compared OMol25 structures with the same formula, charge and spin in eV: 0.259
E_tot in eV: -322232.8879

Structure (XYZ):
```
85
C33H37Br2MnN7P2S2Se (wB97M-V/def2-TZVPD)
Mn -0.319 1.606 0.507
Br 6.368 0.840 0.835
C 4.513 0.890 0.681
C 3.904 0.810 -0.563
C 2.526 0.876 -0.620
N 1.759 0.997 0.467
C 2.349 1.045 1.675
C 3.723 1.004 1.821
C 1.419 1.139 2.831
C 1.843 1.093 4.147
C 0.900 1.179 5.164
Br 1.439 1.111 6.944
C -0.445 1.314 4.838
C -0.788 1.349 3.505
N 0.115 1.256 2.523
H 4.486 0.711 -1.468
H 2.010 0.836 -1.570
H 4.194 1.071 2.790
H 2.889 0.997 4.397
H -1.203 1.398 5.603
H -1.819 1.467 3.195
S -0.186 3.872 1.083
P -0.379 4.283 -0.910
S -0.451 2.387 -1.679
C 0.996 5.224 -1.532
C 2.045 4.612 -2.218
C 3.121 5.375 -2.641
C 3.152 6.736 -2.372
C 2.107 7.346 -1.687
C 1.023 6.595 -1.270
C -1.888 5.175 -1.238
C -2.592 5.833 -0.236
C -3.724 6.566 -0.567
C -4.149 6.631 -1.885
C -3.447 5.968 -2.888
C -2.314 5.242 -2.568
H 2.008 3.552 -2.435
H 3.931 4.913 -3.188
H 3.991 7.331 -2.706
H 2.134 8.408 -1.490
H 0.201 7.078 -0.753
H -2.263 5.783 0.795
H -4.268 7.092 0.205
H -5.029 7.207 -2.138
H -3.776 6.032 -3.916
H -1.757 4.743 -3.354
C 0.753 -6.250 0.886
N 0.867 -5.596 2.278
C -0.513 -5.676 2.953
N -1.508 -5.083 2.134
C -1.551 -5.730 0.822
N -0.270 -5.629 0.130
C 0.053 -4.256 -0.265
P 0.195 -3.085 1.176
C 1.339 -4.174 2.170
C -1.373 -3.629 2.021
H 0.524 -7.301 1.067
H 1.730 -6.157 0.413
H 1.535 -6.131 2.836
H -0.424 -5.168 3.913
H -0.712 -6.736 3.109
H -2.324 -5.258 0.218
H -1.805 -6.782 0.952
H -0.721 -3.892 -0.942
H 0.990 -4.256 -0.826
H 1.458 -3.785 3.182
H 2.324 -4.192 1.700
H -2.214 -3.248 1.440
H -1.435 -3.174 3.013
C -3.757 1.442 -2.061
N -4.393 1.004 -0.823
C -5.734 1.174 -0.559
C -5.970 0.655 0.663
N -4.768 0.176 1.134
C -4.625 -0.449 2.446
C -3.803 0.400 0.219
Se -2.034 -0.254 0.399
H -4.542 1.656 -2.780
H -3.118 0.649 -2.441
H -3.170 2.338 -1.881
H -6.393 1.644 -1.267
H -6.877 0.575 1.235
H -5.065 0.202 3.197
H -3.570 -0.595 2.652
H -5.136 -1.410 2.451
```

(9)
Formula: C7H14K2N3O5
Source: the Open Molecules 2025 dataset
Level of theory: wB97M-V/def2-TZVPD

Values from the calculation:
Spin multiplicity: 2
Charge: 0
Frontier orbital gap (alpha / beta) in eV: 3.323 / 7.106
LUMO energy (alpha / beta) in Ha: -0.026 / -0.016
E_tot in eV: -54834.6772

Structure (XYZ):
```
31
C7H14K2N3O5 (wB97M-V/def2-TZVPD)
K 22.033 11.157 -19.011
K 19.251 12.637 -21.222
C 21.256 14.558 -18.003
O 20.971 13.808 -19.190
H 21.080 13.945 -17.119
H 22.301 14.853 -18.093
H 20.698 15.483 -17.861
C 19.173 12.961 -15.384
N 18.956 13.002 -13.937
O 19.594 13.841 -13.270
O 18.196 12.199 -13.448
H 20.104 12.455 -15.641
H 19.249 13.942 -15.855
H 18.337 12.374 -15.765
C 20.651 18.376 -19.441
N 20.978 18.319 -20.864
O 21.248 17.258 -21.318
O 21.244 19.386 -21.450
H 20.478 17.326 -19.207
H 19.618 18.723 -19.454
H 21.415 18.927 -18.892
N 16.107 15.920 -18.688
C 15.432 16.674 -17.835
C 16.223 17.659 -17.268
C 17.516 17.407 -17.637
C 17.431 16.366 -18.595
H 15.821 15.099 -19.202
H 14.411 16.399 -17.615
H 15.896 18.451 -16.610
H 18.289 18.145 -17.476
H 18.261 15.912 -19.117
```

(10)
Formula: C3H5BrS
Source: the Open Molecules 2025 dataset
Level of theory: wB97M-V/def2-TZVPD

Values from the calculation:
Structure (SMILES): C=C(Br)SC
Spin multiplicity: 1
Charge: 0
Frontier orbital gap in eV: 9.173
LUMO energy in Ha: 0.015
Energy above the lowest of the compared OMol25 structures with the same formula, charge and spin in eV: 1.097
E_tot in eV: -84068.1808

Structure (XYZ):
```
10
C3H5BrS (wB97M-V/def2-TZVPD)
C 0.758 2.017 -0.728
C 0.861 0.644 -0.373
C -0.681 -1.465 0.284
S -0.273 -0.441 -1.085
Br 2.511 -0.082 0.340
H 1.599 2.731 -0.498
H -0.218 2.355 -1.034
H -1.280 -2.370 0.042
H -1.195 -0.744 1.072
H 0.384 -1.841 0.747
```

(11)
Formula: C25H38N3O4RhSi4Te
Source: the Open Molecules 2025 dataset
Level of theory: wB97M-V/def2-TZVPD

Values from the calculation:
Spin multiplicity: 1
Charge: 0
Frontier orbital gap in eV: 6.130
LUMO energy in Ha: -0.035
Energy above the lowest of the compared OMol25 structures with the same formula, charge and spin in eV: 1.917
E_tot in eV: -81017.5172

Structure (XYZ):
```
76
C25H38N3O4RhSi4Te (wB97M-V/def2-TZVPD)
Rh 0.997 0.495 -0.778
O -6.242 1.262 -0.799
C -5.110 0.709 -1.314
O -4.891 -0.457 -1.181
C -4.254 1.643 -2.083
C -4.646 2.526 -3.062
N -3.515 3.085 -3.536
N -2.407 2.625 -2.937
C -2.842 1.751 -2.054
C -1.943 1.069 -1.072
O -2.343 0.919 0.066
O -0.818 0.655 -1.561
H -6.172 2.219 -0.874
H -5.614 2.762 -3.472
H -3.424 3.773 -4.263
C 5.342 0.482 -0.621
C 5.589 -0.753 -0.042
C 4.526 -1.528 0.388
C 3.230 -1.067 0.201
N 3.004 0.123 -0.393
C 4.029 0.888 -0.759
C 1.996 -1.743 0.626
C 1.956 -2.972 1.277
C 0.736 -3.491 1.676
C -0.435 -2.782 1.430
C -0.411 -1.557 0.774
C 0.812 -1.048 0.356
H 6.141 1.135 -0.943
H 6.604 -1.103 0.091
H 4.692 -2.484 0.860
H 3.765 1.852 -1.164
H 2.866 -3.523 1.478
H 0.696 -4.445 2.185
H -1.385 -3.184 1.757
H -1.320 -0.996 0.605
C 3.905 6.779 1.865
Si 3.465 4.957 2.024
C 4.996 3.947 1.669
C 2.937 4.652 3.792
Si 1.725 4.465 0.507
Te 0.934 2.173 1.134
Si -0.174 5.715 1.168
C 0.301 7.532 1.221
C -1.568 5.496 -0.051
C -0.735 5.210 2.878
Si 2.160 4.931 -1.769
C 2.522 6.769 -1.771
C 3.611 4.098 -2.623
C 0.633 4.538 -2.771
H 4.697 7.038 2.573
H 3.046 7.416 2.080
H 4.258 7.026 0.862
H 5.793 4.259 2.350
H 5.353 4.084 0.646
H 4.803 2.889 1.835
H 3.789 4.873 4.442
H 2.636 3.620 3.967
H 2.114 5.304 4.087
H 0.619 7.903 0.246
H 1.104 7.727 1.933
H -0.570 8.116 1.532
H -1.414 6.113 -0.939
H -2.495 5.818 0.430
H -1.669 4.455 -0.353
H -0.093 5.635 3.651
H -0.763 4.128 3.010
H -1.748 5.588 3.036
H 3.426 7.001 -1.206
H 1.705 7.350 -1.345
H 2.672 7.101 -2.802
H 4.548 4.193 -2.071
H 3.737 4.604 -3.584
H 3.436 3.043 -2.842
H -0.231 5.115 -2.444
H 0.365 3.483 -2.690
H 0.821 4.767 -3.824
```

(12)
Formula: C5H13N3O
Source: the Open Molecules 2025 dataset
Level of theory: wB97M-V/def2-TZVPD

Values from the calculation:
Structure (SMILES): [H]/N=C/C(C)=N/[H].CN(C)O
Spin multiplicity: 1
Charge: 0
Frontier orbital gap in eV: 8.921
LUMO energy in Ha: 0.015
Energy above the lowest of the compared OMol25 structures with the same formula, charge and spin in eV: 4.565
E_tot in eV: -11910.0518

Structure (XYZ):
```
22
C5H13N3O (wB97M-V/def2-TZVPD)
C 1.997 0.111 -0.338
C -0.039 0.337 -1.981
N 0.874 -0.565 -0.897
O 1.334 -1.676 -1.646
H 0.567 -2.272 -1.649
H 2.417 -0.502 0.459
H 1.602 1.020 0.189
H 2.765 0.366 -1.078
H -0.443 1.332 -1.839
H 0.615 0.430 -2.851
H -0.843 -0.369 -2.166
C -0.527 -0.737 2.092
C -1.403 -0.127 1.042
C -1.122 1.265 0.636
N -2.346 -0.703 0.416
N -0.108 1.896 1.076
H -2.539 -1.647 0.752
H -0.057 2.862 0.756
H -1.842 1.672 -0.077
H 0.400 -0.197 2.252
H -0.238 -1.758 1.815
H -1.063 -0.739 3.037
```

Question: What is the charge in the eighth record?
Answer: +3